No. 1
The following is a DFT calculation (ωB97M-V with the def2-TZVPD basis set) of the molecule C4H7NO at a distorted geometry.

Structure (XYZ):
```
13
Properties=species:S:1:pos:R:3:forces:R:3:lowdin_charge:R:1
C 1.893 -0.251 0.470 -0.026 -0.026 0.073 -0.01
C 0.620 0.506 0.164 0.044 0.144 -0.212 -0.40
O 0.527 1.708 0.349 -0.187 -0.774 0.039 0.07
C -0.494 -0.259 -0.531 0.611 -0.285 -0.396 -0.27
C -1.903 -0.209 0.027 0.732 -0.806 -0.572 -0.12
N -1.505 0.580 -1.109 -0.200 0.192 -0.003 0.04
H 2.365 -0.561 -0.470 -0.130 0.031 0.107 0.09
H 1.674 -1.160 1.039 0.009 0.057 -0.070 0.09
H 2.598 0.374 1.025 -0.227 -0.052 -0.097 0.08
H -0.235 -1.223 -0.931 0.337 0.095 -0.875 0.13
H -1.605 -0.042 1.026 -1.423 1.286 1.457 0.10
H -2.602 -1.005 -0.240 0.385 0.115 0.460 0.11
H -1.288 1.545 -0.876 0.074 0.024 0.089 0.09
```
Positions in Å, forces in eV/Å.

Results
E_HOMO = -9.86 eV
SMILES string = CC(=O)[C@H]1CN1
net charge = 0
energy = -286.54380 hartree
lowest unoccupied orbital energy = 0.9 eV
relative energy (zero: lowest compared OMol25 entry of this formula, charge and spin) = 55.1 kcal/mol
frontier orbital gap = 10.768 eV

***

No. 2
The following is a DFT calculation (ωB97M-V with the def2-TZVPD basis set) of a cluster of 3 separate species, C6H14O2 in total at a distorted geometry.

Structure (XYZ):
```
22
Properties=species:S:1:pos:R:3:forces:R:3:lowdin_charge:R:1
C -1.955 1.054 0.690 1.020 -0.463 0.376 0.02
C -1.020 0.734 -0.203 -0.514 -0.026 -0.288 -0.16
C 0.368 1.255 -0.223 -0.390 0.660 -0.514 -0.32
C 0.577 2.476 0.257 0.171 1.211 0.092 0.05
C 1.433 0.360 -0.770 -0.181 -0.902 0.499 -0.22
C 1.314 -0.106 -2.214 0.043 0.239 -0.375 -0.10
H -2.886 0.520 0.706 -0.479 0.261 -0.088 0.05
H -1.674 1.672 1.533 -0.318 0.135 0.076 0.06
H -1.354 0.035 -0.969 0.457 0.017 -0.167 0.09
H -0.234 3.156 0.491 -0.341 -0.397 0.216 0.06
H 1.517 3.006 0.403 0.246 -0.704 -0.386 0.07
H 2.428 0.774 -0.625 -0.016 0.115 0.231 0.12
H 1.310 -0.520 -0.144 0.597 -0.366 0.186 0.09
H 2.061 -0.866 -2.456 0.037 0.055 0.245 0.07
H 1.500 0.725 -2.889 -0.142 0.134 -0.230 0.07
H 0.352 -0.547 -2.466 -0.188 0.091 0.073 0.06
O 0.807 -1.654 1.941 1.101 0.324 0.269 -0.06
H -0.013 -1.170 2.044 -0.396 -0.426 -0.191 0.02
H 0.648 -2.565 1.690 -0.662 0.166 -0.021 0.03
O -1.469 -2.630 0.278 -0.014 0.121 -1.043 -0.05
H -1.900 -1.806 0.034 -0.326 0.389 0.717 0.01
H -1.122 -2.816 -0.608 0.297 -0.634 0.322 0.05
```
Positions in Å, forces in eV/Å.

Results
E_HOMO = -9.03 eV
SMILES string = C=CC(=C)CC.O.O
net charge = 0
energy = -387.43097 hartree
lowest unoccupied orbital energy = 0.6 eV
relative energy (zero: lowest compared OMol25 entry of this formula, charge and spin) = 48.0 kcal/mol
frontier orbital gap = 9.621 eV

***

No. 3
The following is a DFT calculation (ωB97M-V with the def2-TZVPD basis set) of the molecule C5H10S at a distorted geometry.

Structure (XYZ):
```
16
Properties=species:S:1:pos:R:3:forces:R:3:lowdin_charge:R:1
C 2.156 -0.188 0.612 -1.228 0.299 -2.153 -0.10
C 1.302 -0.101 -0.737 -0.666 0.284 -0.075 -0.24
C -0.022 0.742 -0.645 0.593 -0.413 2.561 -0.71
S 0.097 2.222 0.061 -0.257 -0.481 -1.007 0.71
C -1.372 0.007 -0.694 -0.137 0.877 -0.596 -0.30
C -2.016 -0.139 0.687 -1.972 -0.690 -0.935 -0.14
H 2.916 -0.911 0.501 0.745 -1.167 -0.279 0.05
H 1.591 -0.409 1.488 -0.833 -0.290 0.394 0.06
H 2.667 0.696 0.797 0.736 1.932 0.298 0.03
H 1.800 0.378 -1.643 0.081 -0.912 1.355 0.12
H 1.061 -1.158 -0.940 -0.101 0.474 -0.495 0.09
H -2.147 0.578 -1.277 1.070 -0.591 0.051 0.12
H -1.227 -1.001 -1.081 -0.039 0.123 -0.426 0.09
H -2.501 0.807 0.991 1.019 -0.403 0.514 0.07
H -1.399 -0.716 1.355 0.331 0.545 0.725 0.07
H -2.907 -0.807 0.524 0.658 0.413 0.069 0.08
```
Positions in Å, forces in eV/Å.

Results
E_HOMO = -8.44 eV
SMILES string = CCC(=S)CC
net charge = 0
energy = -594.64546 hartree
lowest unoccupied orbital energy = -0.1 eV
relative energy (zero: lowest compared OMol25 entry of this formula, charge and spin) = 31.1 kcal/mol
frontier orbital gap = 8.338 eV

***

No. 4
The following is a DFT calculation (ωB97M-V with the def2-TZVPD basis set) of a structure of composition C3H8N4O at a distorted geometry.

Structure (XYZ):
```
16
Properties=species:S:1:pos:R:3:forces:R:3:lowdin_charge:R:1
C -0.620 0.563 -1.208 -1.910 0.527 0.082 -0.17
C 0.823 0.497 -0.838 1.545 -1.188 0.053 -0.13
C 1.050 -0.964 -0.283 -3.132 -1.057 0.371 -0.37
H -2.290 1.156 1.597 -0.878 -0.473 -1.093 0.11
H -0.981 2.004 1.035 -1.214 -3.274 0.524 0.20
H -0.835 0.422 -2.376 -0.193 0.340 2.927 0.15
H 1.653 0.869 -1.627 -2.187 -0.975 1.947 0.17
H 0.876 0.928 0.127 0.707 1.753 0.795 0.06
H 1.648 -1.491 -1.854 0.873 -0.095 -1.583 0.02
H 0.343 -2.264 1.080 0.304 -0.818 0.725 0.09
H -0.536 0.257 1.757 1.982 -1.788 0.657 0.02
N -1.463 0.950 1.046 3.134 4.869 -1.344 0.00
N -1.625 0.749 -0.372 0.059 -0.832 -2.366 -0.02
N 1.448 -1.936 -0.994 0.043 0.255 1.209 0.13
N 0.162 -1.309 0.877 2.225 2.839 -1.393 -0.04
O 0.346 -0.431 2.032 -1.358 -0.083 -1.512 -0.22
```
Positions in Å, forces in eV/Å.

Results
E_HOMO = -8.59 eV
net charge = 0
energy = -413.17972 hartree
lowest unoccupied orbital energy = 0.4 eV
relative energy (zero: lowest compared OMol25 entry of this formula, charge and spin) = 148.3 kcal/mol
frontier orbital gap = 8.988 eV

***

No. 5
The following is a DFT calculation (ωB97M-V with the def2-TZVPD basis set) of a cluster of 13 separate species, C14H54N8O13 in total at a distorted geometry.

Structure (XYZ):
```
89
Properties=species:S:1:pos:R:3:forces:R:3:lowdin_charge:R:1
C 5.049 -1.409 -0.206 1.088 -1.975 0.061 -0.09
C 4.059 -0.853 -1.157 -0.279 0.831 -0.204 -0.26
O 3.322 0.098 -0.342 -0.312 -0.473 -1.581 -0.12
H 4.501 -1.931 0.602 0.495 0.438 -0.146 0.08
H 5.749 -0.633 0.180 -0.581 -0.434 -0.134 0.09
H 5.678 -2.181 -0.704 -0.236 0.447 0.321 0.09
H 3.303 -1.530 -1.573 0.316 -0.126 0.378 0.10
H 4.565 -0.407 -2.037 -0.412 0.255 0.481 0.12
H 3.968 0.601 0.110 0.852 0.924 0.783 0.06
C -1.896 3.042 0.711 -4.420 -4.601 -7.008 -0.67
O -2.321 2.440 -0.451 2.395 2.419 4.683 -0.11
N -2.430 2.734 1.830 -2.306 -2.725 2.466 0.18
N -1.056 3.985 0.791 3.825 3.775 -1.036 0.17
H -2.906 1.820 1.819 -0.397 0.623 0.650 0.06
H -2.120 3.208 2.648 -0.130 -0.216 0.645 0.11
H -0.424 4.025 -0.011 -0.348 0.480 0.339 0.05
H -0.618 4.073 1.685 0.336 0.362 0.225 0.11
C -5.233 -0.238 1.905 6.600 4.323 -1.135 -0.61
O -4.006 0.398 1.738 -5.515 -3.704 0.939 -0.12
N -5.596 -1.393 1.510 1.865 -6.411 -2.764 0.16
N -6.238 0.346 2.454 -3.117 5.049 2.909 0.15
H -4.794 -2.042 1.168 -1.837 1.217 0.549 0.13
H -6.554 -1.758 1.663 1.496 0.398 -0.123 0.14
H -6.138 1.315 2.774 0.154 -0.758 -0.374 0.13
H -7.208 0.090 2.310 0.553 -0.247 -0.004 0.12
C 0.056 -0.976 -0.027 -0.060 -4.189 3.423 -0.51
O 0.608 -2.095 0.604 -2.125 4.548 -2.400 -0.13
N 0.731 -0.150 -0.750 3.835 0.304 -0.791 0.18
N -1.223 -0.626 0.106 -1.543 -1.461 1.586 0.20
H 1.766 -0.235 -0.554 -1.531 0.563 -0.612 0.08
H 0.377 0.651 -1.310 -0.198 -0.002 0.534 0.07
H -1.950 -1.086 0.674 0.920 -0.267 -0.492 0.09
H -1.564 0.241 -0.223 -0.011 1.585 -0.483 0.07
C 0.455 3.227 -2.254 -1.879 -7.202 1.346 -0.55
O 0.014 1.933 -2.335 2.293 6.658 -0.215 -0.07
N 0.640 4.016 -3.269 -0.651 0.583 -3.069 0.18
N 0.810 3.779 -1.099 1.344 -1.896 2.697 0.13
H 0.195 3.659 -4.089 -0.259 0.212 -0.739 0.14
H 0.730 5.011 -3.171 -0.032 0.046 0.053 0.14
H 1.242 3.099 -0.408 -0.805 0.881 -0.911 0.10
H 1.363 4.602 -1.081 0.418 0.817 -0.470 0.12
C 0.307 -1.620 -4.079 -0.304 -0.161 -0.987 -0.18
O 1.254 -0.774 -3.515 1.511 1.184 0.021 -0.14
H 0.031 -2.377 -3.363 -0.372 -0.501 -0.006 0.05
H 0.827 -2.065 -4.953 -0.468 -0.086 0.421 0.08
H -0.596 -1.097 -4.467 0.479 -0.176 0.452 0.08
H 1.159 -0.585 -2.574 -0.680 -0.471 -0.327 0.01
C -3.624 -0.661 -1.967 -0.344 -1.687 2.758 -0.16
O -2.365 -1.123 -2.370 -0.400 -0.207 -2.571 -0.13
H -3.629 0.365 -1.618 -0.092 0.404 -0.292 0.07
H -3.858 -1.304 -1.065 -0.267 0.880 -0.319 0.06
H -4.472 -0.921 -2.608 0.730 0.333 -0.721 0.08
H -1.720 -1.040 -1.680 -0.016 0.113 0.649 0.01
C 2.444 -1.853 3.250 0.553 0.461 0.168 -0.13
O 1.097 -1.462 3.213 0.448 0.695 1.500 -0.16
H 2.769 -1.249 4.133 0.621 -1.321 -0.406 0.10
H 3.052 -1.492 2.366 -0.812 -0.374 0.685 0.07
H 2.498 -2.977 3.296 0.426 1.137 0.364 0.10
H 0.756 -1.608 2.361 -0.881 -0.740 -2.640 -0.01
C -1.476 0.336 3.756 0.689 0.218 -0.378 -0.21
O -1.123 -0.800 4.452 -0.214 -0.298 1.710 -0.10
H -1.574 0.036 2.765 -0.452 -0.037 -2.247 0.03
H -0.772 1.149 3.753 0.995 0.397 0.376 0.06
H -2.384 0.804 4.019 -1.356 -0.098 0.870 0.06
H -0.238 -1.054 4.153 0.109 -0.146 0.070 0.02
C 2.174 -4.085 -2.222 0.144 1.513 0.710 -0.14
O 0.898 -3.787 -1.599 0.812 -1.649 -1.651 -0.13
H 2.256 -3.489 -3.143 0.035 -0.153 0.190 0.07
H 2.439 -5.109 -2.462 -1.056 -0.569 0.034 0.06
H 3.018 -3.817 -1.562 -0.318 0.317 -0.069 0.07
H 0.994 -3.282 -0.797 0.311 0.554 0.917 0.00
C 1.516 1.771 1.930 -0.748 -0.439 0.708 -0.13
O 2.110 2.710 1.054 1.073 -0.245 0.425 -0.13
H 0.498 1.485 1.698 -0.351 0.640 -0.540 0.07
H 1.542 2.139 2.937 -0.167 0.369 0.684 0.08
H 1.999 0.826 1.954 0.915 -0.886 -0.268 0.05
H 3.041 2.712 1.358 -0.687 0.403 -0.662 0.11
C 3.383 2.303 -2.715 0.855 -1.409 0.714 -0.20
O 3.247 2.948 -3.935 0.678 1.514 -0.432 -0.09
H 3.451 2.852 -1.715 -0.953 -0.014 -1.353 0.09
H 4.366 1.843 -2.722 0.312 -0.225 -0.226 0.07
H 2.679 1.476 -2.803 -0.216 -0.114 1.260 0.07
H 2.345 3.256 -3.996 -0.208 0.109 -0.087 0.02
C -2.448 -2.982 2.233 0.443 -0.262 2.187 -0.15
O -3.014 -2.652 1.040 -1.523 0.615 -2.832 -0.17
H -2.376 -4.047 2.227 0.322 -0.887 0.820 0.09
H -3.111 -2.633 3.052 0.534 -0.205 -0.343 0.11
H -1.453 -2.549 2.348 -0.009 0.005 0.124 0.07
H -2.842 -3.341 0.380 0.097 0.451 0.160 0.13
```
Positions in Å, forces in eV/Å.

Results
E_HOMO = -8.59 eV
net charge = 0
energy = -1981.80867 hartree
lowest unoccupied orbital energy = -0.1 eV
relative energy (zero: lowest compared OMol25 entry of this formula, charge and spin) = 3.3 kcal/mol
frontier orbital gap = 8.449 eV